# 1
This record from OMol25 describes 8 unconnected molecules or ions with the total composition C36H88N8O4. The level of theory is the ωB97M-V functional and the def2-TZVPD basis.

XYZ file:
```
136
Properties=species:S:1:pos:R:3:mulliken_charge:R:1
C 5.335 -3.660 -1.582 -0.966
C 6.376 -3.589 -0.489 -0.881
N 7.509 -2.646 -0.689 0.054
C 7.216 -1.243 -0.465 -0.324
C 6.393 -1.057 0.800 -1.363
C 8.334 -2.882 -1.847 -0.512
C 9.806 -2.373 -1.792 -1.100
H 5.846 -3.785 -2.537 0.268
H 4.890 -2.667 -1.643 0.240
H 4.644 -4.493 -1.447 0.391
H 6.013 -3.553 0.538 0.451
H 6.894 -4.548 -0.472 0.435
H 8.133 -0.658 -0.395 0.319
H 6.727 -0.768 -1.316 0.338
H 5.380 -1.457 0.752 0.291
H 6.893 -1.527 1.647 0.318
H 6.384 0.030 0.882 0.431
H 7.895 -2.375 -2.706 0.306
H 8.414 -3.928 -2.144 0.408
H 10.664 -3.015 -1.593 0.325
H 9.864 -1.570 -1.058 0.287
H 9.969 -1.958 -2.786 0.285
C 2.277 12.753 -1.116 -1.411
C 1.851 11.340 -1.422 -0.254
N 0.389 11.060 -1.397 -0.065
C -0.097 11.193 -0.032 -0.398
C -1.666 11.297 -0.042 -1.254
C 0.182 9.690 -2.010 -0.650
C 0.514 8.436 -1.196 -1.095
H 3.163 13.108 -1.642 0.371
H 2.454 12.811 -0.042 0.327
H 1.514 13.484 -1.381 0.348
H 2.261 11.043 -2.387 0.400
H 2.312 10.721 -0.652 0.267
H 0.205 10.534 0.782 0.338
H 0.255 12.173 0.289 0.423
H -2.126 11.455 0.934 0.388
H -2.117 11.911 -0.821 0.328
H -1.900 10.286 -0.375 0.264
H 0.765 9.568 -2.923 0.385
H -0.825 9.415 -2.322 0.314
H 1.511 8.571 -0.776 0.299
H 0.523 7.465 -1.691 0.413
H -0.089 8.273 -0.303 0.263
C -0.163 -6.531 9.757 -1.125
C -0.115 -5.591 8.518 -0.757
N -1.457 -4.930 8.503 0.191
C -1.570 -3.682 9.175 -0.416
C -2.985 -3.200 9.599 -1.288
C -2.062 -4.965 7.149 -0.665
C -1.275 -4.267 5.967 -1.036
H -0.394 -5.999 10.680 0.276
H 0.868 -6.878 9.831 0.406
H -0.703 -7.470 9.631 0.271
H 0.558 -4.735 8.475 0.417
H 0.134 -6.157 7.621 0.418
H -1.048 -3.808 10.124 0.358
H -1.038 -2.916 8.610 0.342
H -3.474 -3.895 10.281 0.313
H -3.092 -2.302 10.207 0.410
H -3.661 -2.989 8.771 0.286
H -3.033 -4.472 7.201 0.301
H -2.276 -5.970 6.786 0.354
H -1.705 -4.474 4.987 0.391
H -0.223 -4.554 5.970 0.281
H -1.295 -3.210 6.231 0.270
C 4.826 0.792 -10.425 -1.072
C 4.145 0.306 -9.101 -0.845
N 4.854 0.559 -7.862 0.096
C 6.188 -0.002 -7.707 -0.441
C 6.325 -1.490 -8.155 -1.308
C 4.815 1.965 -7.482 -0.577
C 4.953 2.112 -5.933 -1.363
H 5.038 1.861 -10.432 0.311
H 4.240 0.635 -11.330 0.405
H 5.835 0.422 -10.607 0.258
H 3.115 0.641 -8.980 0.478
H 4.039 -0.779 -9.122 0.391
H 6.583 0.049 -6.692 0.408
H 6.909 0.651 -8.197 0.398
H 6.220 -1.502 -9.240 0.248
H 5.462 -1.976 -7.700 0.334
H 7.237 -2.040 -7.921 0.386
H 5.563 2.576 -7.988 0.321
H 3.902 2.457 -7.817 0.498
H 4.312 1.396 -5.419 0.316
H 6.011 2.148 -5.674 0.319
H 4.502 3.023 -5.541 0.439
C -0.346 -1.710 -1.400 -0.864
N 0.315 -0.451 -1.010 -0.168
C -0.058 0.478 -0.107 0.541
C 0.877 1.697 0.173 -0.815
O -1.053 0.326 0.654 -0.640
H -0.658 -2.251 -0.507 0.292
H 0.173 -2.518 -1.914 0.321
H -1.218 -1.437 -1.994 0.293
H 0.918 -0.240 -1.793 0.246
H 1.550 1.438 0.990 0.233
H 0.133 2.465 0.390 0.258
H 1.406 1.869 -0.764 0.303
C -5.377 -7.643 -2.814 -0.855
N -6.497 -7.298 -3.726 -0.136
C -7.637 -7.898 -3.922 0.523
C -7.854 -9.246 -3.213 -0.899
O -8.543 -7.497 -4.673 -0.656
H -4.652 -8.289 -3.308 0.286
H -5.701 -8.197 -1.932 0.306
H -4.908 -6.737 -2.431 0.315
H -6.554 -6.333 -4.017 0.271
H -7.631 -9.993 -3.975 0.261
H -8.890 -9.356 -2.892 0.267
H -7.117 -9.589 -2.488 0.317
C -8.108 4.126 7.223 -0.867
N -6.822 3.418 7.075 -0.226
C -6.650 2.238 6.403 0.632
C -5.197 1.744 6.235 -0.987
O -7.600 1.581 6.066 -0.587
H -8.043 5.057 7.787 0.344
H -8.913 3.550 7.678 0.268
H -8.345 4.551 6.248 0.280
H -6.107 3.842 7.648 0.254
H -5.237 0.677 6.014 0.300
H -4.431 2.003 6.966 0.321
H -4.789 2.092 5.286 0.270
C -6.407 -1.595 0.181 -0.914
N -7.587 -2.358 -0.195 -0.181
C -8.591 -2.580 0.673 0.688
C -9.669 -3.511 0.073 -0.922
O -8.617 -2.013 1.745 -0.626
H -6.364 -1.337 1.239 0.310
H -6.282 -0.653 -0.352 0.294
H -5.513 -2.211 0.079 0.309
H -7.548 -2.690 -1.148 0.230
H -9.546 -3.744 -0.984 0.296
H -10.612 -2.991 0.242 0.263
H -9.703 -4.458 0.612 0.253
```

Output
Energy relative to the best compared isomer or geometry (same formula, charge and spin), kJ/mol: 412.13
Lowest unoccupied orbital energy, Eh: 0.0037
Total charge: 0
E_HOMO, eV: -7.9
F_max, Eh/bohr: 0.0849

---

# 2
This record from OMol25 describes 2 unconnected molecules or ions with the total composition C19H49BN4O4P. The level of theory is the ωB97M-V functional and the def2-TZVPD basis.

XYZ file:
```
78
Properties=species:S:1:pos:R:3:mulliken_charge:R:1
C -1.036 3.101 -0.136 -0.569
C -1.029 1.605 -0.848 -0.231
C 0.504 0.995 -0.809 -0.792
C 0.905 0.276 0.609 0.094
C -0.090 -0.948 1.066 -0.247
C 0.294 -1.338 2.642 -0.212
C -0.956 -1.117 3.683 -0.964
C -1.036 0.432 4.302 0.333
C -0.470 0.333 5.837 -0.745
C -0.003 1.743 6.511 -0.616
N 1.321 2.303 6.061 0.290
C 1.056 3.709 5.550 -0.683
C 0.181 3.791 4.167 -0.329
O 0.912 3.440 2.940 -0.447
C 2.139 1.427 5.149 -0.446
B 3.705 1.980 4.905 0.498
O 4.294 3.139 5.608 -0.553
O 4.585 1.230 3.947 -0.536
H -1.856 3.099 0.718 0.158
H -0.003 3.293 0.399 -0.026
H -1.266 3.890 -0.986 0.311
H -1.810 0.938 -0.286 0.135
H -1.340 1.726 -1.971 0.301
H 1.235 1.929 -0.932 0.335
H 0.690 0.273 -1.717 0.224
H 1.994 -0.178 0.471 0.290
H 0.946 1.070 1.480 -0.276
H -1.233 -0.687 1.050 0.157
H 0.091 -1.854 0.325 0.147
H 0.542 -2.503 2.608 0.394
H 1.301 -0.816 2.971 -0.061
H -0.806 -1.905 4.562 0.327
H -1.971 -1.379 3.158 0.357
H -2.169 0.744 4.297 0.332
H -0.431 1.133 3.588 -0.260
H 0.334 -0.545 5.920 0.331
H -1.389 -0.059 6.494 0.364
H -0.921 2.496 6.386 0.284
H 0.061 1.552 7.688 0.258
H 1.903 2.432 6.943 0.444
H 0.389 4.233 6.391 0.435
H 2.006 4.384 5.446 0.326
H -0.132 4.937 4.045 0.466
H -0.853 3.214 4.288 0.196
H 1.215 4.279 2.480 0.302
H 1.687 1.231 4.089 -0.065
H 2.302 0.348 5.636 0.318
H 5.295 3.033 5.632 0.321
H 4.353 0.242 4.058 0.321
O -0.292 -0.079 -4.842 -0.756
P -1.022 -1.317 -5.418 0.833
N -0.976 -2.117 -3.884 0.203
C -0.862 -3.548 -3.624 -0.839
C -1.851 -1.517 -2.869 -0.750
N 0.397 -1.797 -6.301 0.155
C 1.126 -3.039 -6.084 -1.283
C 1.391 -0.749 -6.595 -0.966
N -1.862 -2.741 -6.079 -0.067
C -1.842 -2.799 -7.565 -1.010
C -3.304 -2.745 -5.747 -1.121
H -1.769 -4.106 -3.868 0.294
H -0.653 -3.731 -2.562 0.361
H -0.031 -4.019 -4.137 0.201
H -2.906 -1.728 -3.058 0.197
H -1.737 -0.430 -2.838 0.072
H -1.615 -1.879 -1.861 0.274
H 1.661 -3.033 -5.126 0.312
H 1.867 -3.201 -6.876 0.455
H 0.475 -3.913 -6.143 0.381
H 2.002 -0.515 -5.716 0.300
H 0.904 0.168 -6.946 0.302
H 2.067 -1.053 -7.404 0.315
H -2.248 -1.879 -8.000 0.381
H -2.430 -3.650 -7.931 0.385
H -0.844 -2.956 -7.977 0.309
H -3.781 -1.804 -6.039 0.398
H -3.484 -2.904 -4.682 0.256
H -3.824 -3.569 -6.244 0.416
```

Output
Energy relative to the best compared isomer or geometry (same formula, charge and spin), kJ/mol: 994.85
Lowest unoccupied orbital energy, Eh: -0.1063
Total charge: +1
E_HOMO, eV: -9.5
F_max, Eh/bohr: 0.1802

---

# 3
This record from OMol25 describes a single C3H5P molecule. The level of theory is the ωB97M-V functional and the def2-TZVPD basis.

XYZ file:
```
9
Properties=species:S:1:pos:R:3:mulliken_charge:R:1
C 1.864 0.208 -0.248 -1.238
C 0.470 -0.032 -0.112 0.668
C -0.713 -0.203 0.031 -0.194
P -2.428 -0.174 -0.247 -0.226
H 2.338 0.377 0.711 0.305
H 2.254 -0.787 -0.499 0.277
H 2.136 0.945 -0.865 0.341
H -3.226 0.822 0.520 0.041
H -2.694 -1.156 0.710 0.026
```

Output
Energy relative to the best compared isomer or geometry (same formula, charge and spin), kJ/mol: 66.76
Lowest unoccupied orbital energy, Eh: 0.0351
Total charge: 0
E_HOMO, eV: -8.7
F_max, Eh/bohr: 0.0929

---

# 4
This record from OMol25 describes 6 unconnected molecules or ions with the total composition C33H58NO13S5. The level of theory is the ωB97M-V functional and the def2-TZVPD basis.

XYZ file:
```
110
Properties=species:S:1:pos:R:3:mulliken_charge:R:1
C 0.975 -4.094 2.390 -1.411
C 1.070 -2.657 1.815 -0.031
C 0.492 -1.627 2.817 -0.808
C -0.306 -0.528 2.057 0.191
C -0.570 0.734 2.894 -2.171
C -1.539 -1.178 1.472 -0.546
N -1.547 -1.342 0.148 0.417
C -2.528 -1.929 -0.531 -1.364
C -3.604 -2.412 0.104 -0.485
C -3.667 -2.263 1.482 1.394
C -4.885 -2.827 2.181 0.031
O -5.629 -2.162 2.852 -0.461
O -5.116 -4.163 1.998 -0.415
C -2.640 -1.653 2.161 1.356
C -2.747 -1.552 3.663 -1.555
C -2.501 -2.944 4.284 -0.002
O -2.649 -3.178 5.455 -0.546
H 0.142 -4.188 3.090 0.392
H 0.904 -4.834 1.597 0.325
H 1.880 -4.266 2.973 0.338
H 2.128 -2.458 1.659 0.453
H 0.600 -2.628 0.827 0.071
H 1.311 -1.158 3.361 0.645
H -0.185 -2.137 3.502 0.102
H 0.327 -0.224 1.218 0.581
H -0.708 0.534 3.956 0.511
H -1.368 1.357 2.500 0.442
H 0.333 1.345 2.833 0.495
H -0.741 -1.012 -0.376 0.488
H -2.417 -2.006 -1.603 0.485
H -4.371 -2.901 -0.480 0.509
H -5.063 -4.361 1.054 0.375
H -3.767 -1.285 3.948 0.744
H -2.102 -0.802 4.105 -0.077
H -2.215 -3.763 3.583 0.446
C -4.235 2.647 -1.893 -0.887
C -3.423 3.861 -2.364 -0.210
C -2.175 3.953 -1.480 -0.777
S -1.819 2.283 -0.947 1.357
O -1.998 2.191 0.486 -0.656
O -0.608 1.806 -1.580 -0.747
C -3.228 1.513 -1.740 -0.333
H -5.024 2.388 -2.599 0.418
H -4.703 2.864 -0.930 0.330
H -3.126 3.722 -3.402 -0.135
H -4.005 4.779 -2.312 0.414
H -1.322 4.344 -2.024 0.370
H -2.356 4.555 -0.591 0.373
H -3.594 0.690 -1.126 0.129
H -2.899 1.141 -2.711 0.413
C -0.350 3.772 -7.243 -0.717
C 0.911 3.831 -6.372 -0.550
C 0.835 5.112 -5.538 -0.605
S -0.910 5.466 -5.326 1.104
O -1.223 6.696 -6.005 -0.684
O -1.288 5.251 -3.942 -0.593
C -1.514 4.101 -6.314 -0.632
H -0.476 2.796 -7.709 0.360
H -0.285 4.519 -8.038 0.326
H 0.936 2.961 -5.710 0.281
H 1.819 3.812 -6.971 0.307
H 1.296 4.985 -4.562 0.211
H 1.284 5.949 -6.055 0.464
H -2.419 4.399 -6.839 0.498
H -1.726 3.271 -5.640 0.202
C 5.625 7.040 -3.226 -0.614
C 6.488 6.802 -4.472 -0.596
C 5.885 5.610 -5.227 -0.756
S 4.133 5.603 -4.833 1.291
O 3.826 4.410 -4.080 -0.678
O 3.382 5.976 -6.008 -0.716
C 4.179 6.992 -3.708 -0.738
H 5.856 7.992 -2.751 0.350
H 5.802 6.247 -2.496 0.301
H 6.463 7.690 -5.106 0.302
H 7.529 6.615 -4.213 0.322
H 6.007 5.706 -6.303 0.348
H 6.306 4.665 -4.889 0.372
H 3.459 6.838 -2.907 0.413
H 3.923 7.886 -4.276 0.388
C -4.733 -5.596 9.319 -0.643
C -4.267 -4.639 8.214 -0.636
C -2.762 -4.856 8.023 -0.193
S -2.437 -6.557 8.494 1.137
O -1.602 -6.561 9.668 -0.658
O -2.095 -7.321 7.320 -0.674
C -4.112 -6.949 8.984 -0.702
H -5.819 -5.658 9.370 0.343
H -4.368 -5.248 10.287 0.314
H -4.794 -4.872 7.285 0.268
H -4.485 -3.601 8.461 0.333
H -2.461 -4.708 6.991 0.038
H -2.178 -4.210 8.676 0.388
H -4.095 -7.639 9.825 0.404
H -4.608 -7.410 8.130 0.349
C 5.665 -2.125 -1.487 -0.644
C 6.268 -3.439 -2.000 -0.621
C 5.507 -4.588 -1.327 -0.691
S 3.863 -3.962 -0.974 1.206
O 3.687 -3.904 0.458 -0.628
O 2.901 -4.612 -1.828 -0.726
C 4.152 -2.301 -1.576 -0.564
H 6.002 -1.270 -2.069 0.360
H 5.961 -1.964 -0.448 0.311
H 6.142 -3.498 -3.083 0.301
H 7.335 -3.501 -1.792 0.330
H 5.424 -5.456 -1.976 0.345
H 5.965 -4.874 -0.382 0.351
H 3.598 -1.588 -0.968 0.304
H 3.810 -2.260 -2.610 0.359
```

Output
Energy relative to the best compared isomer or geometry (same formula, charge and spin), kJ/mol: 0.00
Lowest unoccupied orbital energy, Eh: -0.1543
Total charge: +1
E_HOMO, eV: -11.4
F_max, Eh/bohr: 0.0323